1.
Computed, not measured: the molecule C18H11FN4O4S in a non-equilibrium geometry, with the ωB97M-V functional and the def2-TZVPD basis.

## Properties
SMILES = Fc1ccc(-c2nnc(CSc3nnc(-c4ccc5c(c4)OCO5)o3)o2)cc1

```
! RIJCOSX wB97M-V def2-TZVPD def2/J DEFGRID3
* xyz 0 1
F -9.069 -1.975 -0.396
C -7.858 -1.419 -0.210
C -7.062 -1.875 0.829
C -5.821 -1.302 1.016
C -5.388 -0.283 0.166
C -4.084 0.300 0.378
N -3.215 -0.038 1.285
N -2.144 0.751 1.127
C -2.393 1.544 0.134
C -1.507 2.564 -0.451
S -0.326 1.755 -1.611
C 1.023 1.636 -0.543
N 1.199 2.254 0.586
N 2.401 1.874 1.042
C 2.912 1.048 0.179
C 4.190 0.386 0.250
C 5.005 0.611 1.357
C 6.244 -0.004 1.474
C 6.629 -0.842 0.453
C 5.811 -1.069 -0.660
C 4.586 -0.470 -0.791
O 6.437 -1.937 -1.511
C 7.671 -2.255 -0.905
O 7.780 -1.561 0.321
O 2.065 0.853 -0.873
O -3.616 1.311 -0.395
C -6.205 0.160 -0.873
C -7.449 -0.409 -1.065
H -7.421 -2.663 1.470
H -5.169 -1.626 1.811
H -2.079 3.282 -1.034
H -0.895 3.040 0.313
H 4.649 1.277 2.125
H 6.882 0.163 2.326
H 3.957 -0.646 -1.646
H 7.723 -3.340 -0.719
H 8.498 -1.960 -1.570
H -5.862 0.948 -1.526
H -8.099 -0.085 -1.862
*
```

natural (NBO) atomic charge list, values in e, 5 entries:
1 F -0.32
2 C 0.42
3 C -0.28
4 C -0.14
5 C -0.14

***

2.
Computed, not measured: a structure of composition C32H31ClLiNO3Te in a non-equilibrium geometry, with the ωB97M-V functional and the def2-TZVPD basis.

## Properties
relative energy (zero: lowest compared OMol25 entry of this formula, charge and spin) = 0.0 kcal/mol

```
! RIJCOSX wB97M-V def2-TZVPD def2/J DEFGRID3
* xyz -1 2
Li 0.263 -0.008 0.525
Cl -3.519 -2.092 6.329
C -2.854 -1.603 4.772
C -3.591 -1.854 3.591
C -3.110 -1.484 2.370
C -1.831 -0.825 2.225
O -1.389 -0.474 1.100
C -1.115 -0.600 3.445
C 0.176 0.048 3.439
O 0.792 0.450 2.461
C -1.644 -0.991 4.691
H -4.551 -2.351 3.671
H -3.670 -1.680 1.463
H 0.636 0.190 4.437
H -1.069 -0.798 5.592
C 7.078 5.944 2.502
C 6.233 4.862 1.871
C 6.086 3.618 2.469
C 5.312 2.609 1.890
C 5.203 1.286 2.624
C 4.666 2.838 0.662
Te 3.010 1.368 0.063
N 1.451 0.324 -0.960
C 1.674 -0.642 -1.885
O 1.137 -1.757 -1.828
C 2.623 -0.391 -3.044
C 2.791 0.872 -3.601
C 3.660 1.063 -4.673
C 4.386 -0.008 -5.179
C 4.221 -1.275 -4.623
C 3.332 -1.466 -3.572
C 4.435 -0.151 -0.377
C 4.227 -1.424 0.176
C 3.030 -1.775 1.035
C 5.153 -2.434 -0.090
C 6.267 -2.220 -0.884
C 7.251 -3.329 -1.157
C 6.443 -0.957 -1.431
C 5.550 0.086 -1.201
C 5.845 1.403 -1.880
C 4.803 4.096 0.055
C 4.159 4.451 -1.272
C 5.581 5.081 0.666
H 7.359 5.680 3.524
H 6.544 6.897 2.537
H 8.001 6.112 1.940
H 6.579 3.425 3.420
H 5.805 1.299 3.535
H 5.544 0.456 2.000
H 4.169 1.063 2.906
H 2.233 1.704 -3.188
H 3.778 2.051 -5.102
H 5.074 0.143 -6.003
H 4.787 -2.114 -5.014
H 3.175 -2.446 -3.135
H 2.833 -1.011 1.792
H 3.198 -2.724 1.546
H 2.129 -1.881 0.418
H 4.985 -3.419 0.340
H 6.973 -4.239 -0.622
H 8.260 -3.049 -0.845
H 7.294 -3.565 -2.223
H 7.297 -0.771 -2.078
H 6.365 1.226 -2.824
H 6.470 2.044 -1.252
H 4.935 1.954 -2.098
H 3.260 3.873 -1.466
H 4.847 4.259 -2.100
H 3.895 5.510 -1.308
H 5.674 6.052 0.182
*
```

natural (NBO) atomic charge list, values in e, 5 entries:
1 Li 0.90
2 Cl -0.06
3 C -0.11
4 C -0.20
5 C -0.29

***

3.
Computed, not measured: a structure of composition C3H3NO2 in a non-equilibrium geometry, with the ωB97M-V functional and the def2-TZVPD basis.

## Properties
relative energy (zero: lowest compared OMol25 entry of this formula, charge and spin) = 70.9 kcal/mol

```
! RIJCOSX wB97M-V def2-TZVPD def2/J DEFGRID3
* xyz 0 1
O 1.951 -1.337 -0.042
C 1.027 -0.689 0.312
N 0.710 0.884 -0.131
C -0.623 0.691 -0.343
C -0.957 -0.558 0.024
O -0.033 -1.075 0.995
H 0.993 1.845 0.115
H -1.300 1.447 -0.726
H -1.769 -1.208 -0.205
*
```

natural (NBO) atomic charge list, values in e, 5 entries:
1 O -0.50
2 C 0.94
3 N -0.71
4 C -0.03
5 C -0.08

***

4.
Computed, not measured: a structure of composition C20H35F5N3O8S2 in a non-equilibrium geometry, with the ωB97M-V functional and the def2-TZVPD basis.

## Properties
relative energy (zero: lowest compared OMol25 entry of this formula, charge and spin) = 158.9 kcal/mol

```
! RIJCOSX wB97M-V def2-TZVPD def2/J DEFGRID3
* xyz -1 1
O -1.170 0.843 -0.607
S 0.295 0.569 -0.951
O 0.644 -0.725 -0.205
N 1.169 1.931 -0.395
S 2.628 2.142 -1.252
O 2.878 3.643 -1.358
O 2.659 1.535 -2.633
C 4.028 1.503 -0.139
F 5.130 2.436 -0.123
F 4.484 0.213 -0.583
C 3.386 1.429 1.344
C 3.003 0.042 1.909
C 2.352 -0.007 3.317
C 2.113 1.335 4.080
C 2.507 2.732 3.480
C 2.235 4.109 4.219
F 1.431 3.922 5.393
F 3.385 4.886 4.488
F 1.420 4.901 3.329
C 3.175 2.785 2.061
H 0.467 0.309 -2.308
H 3.223 -0.869 1.257
H 2.049 -1.035 3.716
H 1.621 1.290 5.117
H 3.478 3.795 1.606
C 1.420 2.766 -8.303
O 0.056 2.386 -8.391
C -0.140 1.131 -9.043
C -0.660 0.090 -8.051
N 0.378 -0.288 -7.091
C -0.123 -1.088 -5.971
C -1.114 -0.412 -5.011
O -0.546 0.647 -4.250
C -0.563 1.912 -4.893
H 1.467 3.780 -7.908
H 1.969 2.104 -7.627
H 1.891 2.759 -9.293
H 0.768 0.783 -9.550
H -0.903 1.291 -9.812
H -0.986 -0.800 -8.599
H -1.530 0.521 -7.544
H 0.804 0.553 -6.718
H 0.754 -1.389 -5.389
H -0.571 -2.008 -6.362
H -1.419 -1.168 -4.280
H -2.035 -0.090 -5.509
H -1.424 2.035 -5.557
H 0.368 2.069 -5.442
H -0.615 2.684 -4.122
C -3.499 -4.261 7.467
O -3.839 -4.075 6.103
C -4.477 -2.822 5.848
C -3.575 -1.927 4.998
N -2.418 -1.464 5.766
C -1.393 -0.811 4.946
C -0.669 -1.676 3.903
O 0.158 -2.690 4.471
C -0.514 -3.903 4.766
H -3.134 -5.281 7.591
H -2.707 -3.570 7.771
H -4.375 -4.128 8.109
H -4.784 -2.319 6.772
H -5.385 -3.042 5.277
H -4.148 -1.061 4.652
H -3.262 -2.506 4.123
H -1.994 -2.257 6.235
H -0.640 -0.424 5.641
H -1.836 0.058 4.448
H 0.009 -1.017 3.354
H -1.349 -2.094 3.154
H -1.338 -4.106 4.077
H -0.873 -3.894 5.798
H 0.208 -4.720 4.684
*
```

Löwdin atomic charge list, values in e, 5 entries:
1 O -0.46
2 S 0.64
3 O -0.47
4 N -0.34
5 S 0.65

***

5.
Computed, not measured: the molecule C3H6O in a non-equilibrium geometry, with the ωB97M-V functional and the def2-TZVPD basis.

## Properties
relative energy (zero: lowest compared OMol25 entry of this formula, charge and spin) = 64.8 kcal/mol
SMILES = OC1CC1

```
! RIJCOSX wB97M-V def2-TZVPD def2/J DEFGRID3
* xyz 0 1
O -1.417 -0.990 -0.613
C -0.442 -0.007 -0.363
C 0.986 -0.256 -0.242
C 0.179 0.270 0.947
H -1.829 -0.037 -0.842
H -0.700 1.008 -0.955
H 1.649 0.434 -0.750
H 1.310 -1.290 -0.230
H 0.306 1.309 1.232
H -0.027 -0.411 1.767
*
```

natural (NBO) atomic charge list, values in e, 5 entries:
1 O -0.68
2 C 0.04
3 C -0.44
4 C -0.45
5 H 0.50

***

6.
Computed, not measured: a structure of composition C10H26Br6N5O5P in a non-equilibrium geometry, with the ωB97M-V functional and the def2-TZVPD basis.

## Properties
relative energy (zero: lowest compared OMol25 entry of this formula, charge and spin) = 86.5 kcal/mol

```
! RIJCOSX wB97M-V def2-TZVPD def2/J DEFGRID3
* xyz 0 1
C 18.775 -11.147 -28.798
N 17.807 -10.703 -29.866
O 17.937 -9.642 -30.474
O 16.983 -11.539 -30.195
H 19.393 -10.293 -28.522
H 19.345 -12.005 -29.155
H 18.263 -11.497 -27.901
C 16.093 -13.011 -31.885
N 15.984 -14.001 -30.766
O 15.523 -15.054 -31.039
O 16.229 -13.575 -29.691
H 16.874 -13.388 -32.546
H 16.400 -12.053 -31.466
H 15.171 -12.875 -32.450
O 21.774 -5.749 -28.431
P 21.813 -6.453 -29.703
N 21.955 -5.400 -31.083
C 22.002 -5.872 -32.495
C 22.404 -4.016 -30.937
N 20.382 -7.313 -29.924
C 19.190 -6.696 -30.491
C 20.215 -8.673 -29.335
N 23.166 -7.534 -29.755
C 24.350 -7.147 -28.909
C 23.328 -8.539 -30.790
H 23.040 -6.054 -32.775
H 21.474 -5.145 -33.111
H 21.526 -6.845 -32.614
H 23.492 -4.053 -30.877
H 22.086 -3.531 -30.014
H 22.153 -3.490 -31.858
H 19.330 -5.623 -30.622
H 18.854 -7.282 -31.347
H 18.339 -6.855 -29.829
H 19.330 -8.757 -28.705
H 20.206 -9.415 -30.133
H 21.055 -8.844 -28.661
H 25.288 -7.564 -29.275
H 24.482 -6.081 -28.724
H 24.280 -7.561 -27.903
H 22.377 -8.913 -31.169
H 23.865 -9.393 -30.374
H 23.774 -8.038 -31.649
C 20.192 -11.964 -26.119
Br 20.018 -13.345 -27.533
Br 20.976 -12.720 -24.459
Br 18.576 -10.812 -25.840
H 21.007 -11.349 -26.501
C 14.304 -11.397 -29.500
Br 13.185 -9.833 -29.921
Br 13.317 -13.128 -29.622
Br 14.933 -11.211 -27.581
H 15.245 -11.502 -30.039
*
```

natural (NBO) atomic charge list, values in e, 5 entries:
1 C -0.55
2 N 0.56
3 O -0.37
4 O -0.41
5 H 0.24

***

Number 1: electronic energy -46545.796 eV, M 398.4 g mol⁻¹. Number 2: electronic energy -61343.280 eV, M 647.6 g mol⁻¹. Number 3: electronic energy -8742.055 eV, M 85.1 g mol⁻¹. Number 4: electronic energy -77408.343 eV, M 604.6 g mol⁻¹. Number 5: electronic energy -5252.886 eV, M 58.1 g mol⁻¹. Number 6: electronic energy -458014.097 eV, M 806.7 g mol⁻¹.